Below is a structure of composition C63H59FIMnN6O5P2, with properties calculated with ωB97M-V/def2-TZVPD.

The geometry in XYZ format:
```
138
C63H59FIMnN6O5P2 (ωB97M-V/def2-TZVPD)
Mn -0.1063 0.3414 0.5326
C 4.2418 1.3134 -0.9069
C 4.1094 0.1957 0.0772
N 5.2003 -0.2789 0.6308
C 5.1181 -1.3220 1.4813
C 3.9488 -1.9619 1.7882
C 3.9901 -3.1298 2.7386
O 3.4349 -4.3388 2.2315
C 2.7360 -1.4805 1.2160
C 1.4955 -2.1079 1.5510
N 0.3079 -1.8028 1.1261
C -0.7293 -2.6402 1.5647
C -0.5454 -4.0338 1.5967
C -1.5247 -4.8891 2.0613
C -2.7289 -4.3854 2.5319
C -2.9604 -3.0220 2.4688
C -1.9864 -2.1757 1.9666
I -2.4923 -0.1055 1.8966
C 2.8032 -0.3454 0.3552
O 1.7611 0.1812 -0.1765
H 5.2319 1.2825 -1.3554
H 4.1234 2.2829 -0.4173
H 3.4699 1.2389 -1.6686
H 6.0643 -1.6607 1.8937
H 3.4139 -2.8988 3.6368
H 5.0291 -3.2958 3.0455
H 3.8133 -4.5030 1.3605
H 1.5632 -2.9026 2.2932
H 0.3875 -4.4377 1.2240
H -1.3454 -5.9564 2.0541
H -3.4873 -5.0426 2.9348
H -3.9042 -2.6093 2.7984
F 1.6201 -2.5391 6.3727
C 2.2915 -1.5447 5.7382
C 1.6425 -0.8640 4.7421
C 2.2872 0.1807 4.0820
C 1.5995 0.8951 3.0208
O 0.4786 0.5352 2.6251
C 2.3195 2.0010 2.4482
C 3.5993 2.2581 2.8324
N 4.2295 1.5862 3.8247
C 5.5622 1.9974 4.2031
C 5.7899 2.5651 5.5746
C 5.8269 3.4614 4.3758
C 3.5984 0.5275 4.4583
C 4.2462 -0.2162 5.4403
C 3.6048 -1.2600 6.1043
N 4.3404 -1.9627 7.0906
C 4.7606 -1.2418 8.2724
C 3.7647 -1.4265 9.4206
N 3.6794 -2.8937 9.7205
C 3.1926 -3.6572 8.5222
C 4.1264 -3.3721 7.3406
C 1.6680 2.8083 1.3991
O 2.4176 3.7232 0.8604
O 0.5056 2.6265 1.0772
H 0.6263 -1.1202 4.4676
H 4.1725 3.0297 2.3379
H 6.3456 1.3894 3.7646
H 6.7161 2.3256 6.0791
H 4.9321 2.6492 6.2299
H 6.7748 3.8522 4.0365
H 4.9983 4.1429 4.2401
H 5.2786 -0.0156 5.6874
H 4.8528 -0.1824 8.0472
H 5.7443 -1.6082 8.5941
H 2.7733 -1.0893 9.1193
H 4.0757 -0.8916 10.3163
H 3.0686 -3.0658 10.5182
H 4.6148 -3.2273 9.9651
H 2.1794 -3.3285 8.3125
H 3.1843 -4.7211 8.7544
H 3.7254 -3.8512 6.4504
H 5.1008 -3.8312 7.5536
C -0.7495 2.9289 -3.2534
N -1.0298 1.5662 -3.7013
C -2.0079 0.8819 -2.8964
P -1.2249 -0.3455 -1.6735
C -2.6982 -1.4198 -1.4066
C -2.5688 -2.8055 -1.3101
C -3.6861 -3.6066 -1.1329
C -4.9461 -3.0354 -1.0260
C -5.0810 -1.6557 -1.0731
C -3.9645 -0.8538 -1.2570
C -0.2993 -1.3379 -2.9026
C -0.9551 -2.0243 -3.9250
C -0.2292 -2.7180 -4.8767
C 1.1587 -2.7353 -4.8213
C 1.8171 -2.0561 -3.8096
C 1.0910 -1.3602 -2.8519
C -0.7787 1.2004 -5.0318
C -1.6605 0.4228 -5.7884
C -1.3846 0.1083 -7.1103
C -0.2294 0.5618 -7.7245
C 0.6623 1.3222 -6.9817
C 0.3992 1.6265 -5.6582
P -0.1754 2.9192 -1.4588
C 1.3822 3.8338 -1.4908
C 2.2832 3.6475 -2.5326
C 3.4581 4.3673 -2.6453
C 3.7274 5.3674 -1.6884
C 2.9227 5.5591 -0.6091
C 1.8161 4.6245 -0.2948
C -1.3745 4.1824 -0.8494
C -2.3461 3.8288 0.0791
C -3.2499 4.7669 0.5596
C -3.1877 6.0761 0.1069
C -2.2326 6.4346 -0.8350
C -1.3341 5.4942 -1.3161
H -1.6798 3.5150 -3.2798
H -0.0337 3.4192 -3.9038
H -2.6973 0.2932 -3.4982
H -2.5925 1.6101 -2.3254
H -1.5878 -3.2581 -1.3915
H -3.5757 -4.6831 -1.0907
H -5.8211 -3.6609 -0.9055
H -6.0565 -1.1990 -0.9638
H -4.0840 0.2229 -1.2786
H -2.0365 -2.0335 -3.9743
H -0.7475 -3.2425 -5.6693
H 1.7225 -3.2745 -5.5717
H 2.8990 -2.0633 -3.7672
H 1.5969 -0.8304 -2.0552
H -2.5901 0.0659 -5.3672
H -2.0976 -0.4877 -7.6666
H -0.0282 0.3266 -8.7611
H 1.5765 1.6830 -7.4357
H 1.1325 2.1964 -5.1056
H 2.0369 2.9357 -3.3156
H 4.1243 4.2138 -3.4842
H 4.5844 6.0150 -1.8392
H 3.1381 6.3246 0.1282
H 0.9715 5.1206 0.1897
H -2.3853 2.8058 0.4389
H -3.9934 4.4759 1.2921
H -3.8832 6.8141 0.4857
H -2.1842 7.4563 -1.1914
H -0.5839 5.7749 -2.0470
```

Results
* E_HOMO (alpha / beta): -6.653 / -6.671 eV
* expectation value of S²: 8.757
* relative energy (zero: lowest compared OMol25 entry of this formula, charge and spin): 54.6 kcal/mol
* charge: +1
* spin multiplicity: 6
* LUMO energy (alpha / beta): -3.36 / -3.36 eV
* orbital gap (alpha / beta): 3.30 / 3.31 eV



Below is a cluster of 8 separate species, C63H68BF7N3O7 in total, with properties calculated with ωB97M-V/def2-TZVPD.

The geometry in XYZ format:
```
149
C63H68BF7N3O7 (ωB97M-V/def2-TZVPD)
C -6.3749 1.3420 1.6896
C -6.0254 2.3556 0.4238
O -6.6680 3.5558 0.4588
O -5.1447 2.0327 -0.7084
C -3.7697 2.5944 -0.4919
O -3.6296 3.4552 0.5180
C -2.6041 2.0390 -1.4929
C -1.2992 1.3498 -0.6999
C -1.8433 0.4658 0.5690
C -3.0051 -0.6307 0.2299
O -3.0443 -1.1260 -1.1494
C -0.3877 2.6729 -0.2417
C 0.2934 2.5385 1.2375
B -0.5284 3.3808 2.4340
O -0.7937 2.7501 3.7421
O -0.9988 4.7861 2.2162
C 0.7828 3.0734 -1.3124
C 1.1992 4.6880 -1.1798
C 2.8629 4.7674 -1.3172
C 3.6510 4.2051 0.0107
C 5.3005 4.1265 -0.1999
O 5.9591 3.9106 1.1302
N 0.3916 2.8798 -2.7788
C -0.0009 1.4222 -2.8678
N 0.1775 0.8163 -4.1180
N -0.5768 0.5734 -1.7704
C 0.3294 -0.5055 -1.2678
C 1.6570 -0.3580 -0.3208
C 2.5691 -1.6669 0.1726
C 2.1518 -3.1824 -0.2996
C 0.8418 -3.3811 -1.3046
C -0.0296 -2.0639 -1.7604
H -5.8352 0.3023 1.6264
H -6.2321 1.8392 2.7398
H -7.5396 1.1051 1.5799
H -2.2720 2.9574 -2.1706
H -3.0950 1.2642 -2.2546
H -0.9841 -0.1255 1.1508
H -2.3028 1.1863 1.4039
H -2.8022 -1.5736 0.9330
H -4.0421 -0.1246 0.4627
H -3.8796 -0.7754 -1.6078
H -1.1236 3.6116 -0.1882
H 1.3454 3.1003 1.1683
H 0.5634 1.4375 1.5673
H -1.2498 3.4681 4.3027
H -0.1450 5.2993 1.9906
H 1.8001 2.4907 -1.1785
H 0.9199 5.1404 -0.1370
H 0.7844 5.3326 -2.0702
H 3.1854 4.0967 -2.2487
H 3.2465 5.8508 -1.5548
H 3.4029 4.8196 0.9922
H 3.3261 3.0849 0.2590
H 5.6301 3.1864 -0.8516
H 5.7617 5.1154 -0.6223
H 5.4301 3.2210 1.6615
H -0.3706 3.5304 -3.0680
H 0.6184 -0.1201 -4.2522
H -0.1003 1.4266 -4.9438
H 2.0049 0.6980 0.0395
H 3.4960 -1.5343 0.8792
H 2.7350 -4.1503 0.0384
H 0.5040 -4.4478 -1.6962
H -0.9566 -2.2661 -2.4750
F 0.0553 -5.3505 -3.6571
C -0.0763 -6.6736 -3.4936
C -1.3478 -7.2270 -3.3900
C -1.4855 -8.6052 -3.2250
C -0.3486 -9.4140 -3.1543
C 0.9234 -8.8484 -3.2543
C 1.0604 -7.4718 -3.4305
H -2.2191 -6.5821 -3.4387
H -2.4754 -9.0486 -3.1508
H -0.4564 -10.4884 -3.0211
H 1.8069 -9.4795 -3.1949
H 2.0413 -7.0166 -3.5190
F -7.8289 -2.4445 -1.1585
C -8.8105 -1.5384 -1.0587
C -8.4882 -0.1964 -0.8886
C -9.5099 0.7480 -0.7898
C -10.8441 0.3381 -0.8513
C -11.1574 -1.0118 -1.0170
C -10.1355 -1.9545 -1.1270
H -7.4465 0.1024 -0.8347
H -9.2684 1.8006 -0.6645
H -11.6407 1.0745 -0.7697
H -12.1965 -1.3290 -1.0605
H -10.3610 -3.0067 -1.2652
F 1.1215 6.7859 1.9950
C 0.9578 7.8396 1.1841
C 0.2821 7.6775 -0.0204
C 0.1070 8.7755 -0.8627
C 0.6197 10.0221 -0.4957
C 1.3009 10.1735 0.7130
C 1.4661 9.0780 1.5601
H -0.1019 6.6998 -0.2926
H -0.4267 8.6609 -1.8029
H 0.4868 10.8772 -1.1550
H 1.7027 11.1439 0.9946
H 1.9852 9.1798 2.5074
F 5.3194 -2.7307 -1.7354
C 6.0238 -3.2770 -0.7354
C 5.7277 -4.5694 -0.3162
C 6.4643 -5.1405 0.7215
C 7.4827 -4.4079 1.3363
C 7.7690 -3.1096 0.9117
C 7.0397 -2.5430 -0.1333
H 4.9276 -5.1201 -0.8000
H 6.2458 -6.1531 1.0514
H 8.0541 -4.8521 2.1486
H 8.5594 -2.5398 1.3945
H 7.2548 -1.5383 -0.4819
F 2.0392 -3.5838 3.2047
C 0.7343 -3.7666 3.4463
C 0.3063 -4.0064 4.7474
C -1.0529 -4.1916 5.0001
C -1.9686 -4.1458 3.9460
C -1.5286 -3.9096 2.6427
C -0.1708 -3.7133 2.3921
H 1.0330 -4.0467 5.5522
H -1.3985 -4.3720 6.0150
H -3.0281 -4.2948 4.1429
H -2.2427 -3.8785 1.8234
H 0.1875 -3.5196 1.3865
F 2.1845 -4.7074 7.7810
C 1.9300 -3.7711 8.7048
C 1.1551 -2.6676 8.3651
C 0.8856 -1.6951 9.3281
C 1.4037 -1.8318 10.6183
C 2.1846 -2.9406 10.9481
C 2.4445 -3.9183 9.9881
H 0.7682 -2.5742 7.3557
H 0.2743 -0.8325 9.0747
H 1.1969 -1.0709 11.3678
H 2.5901 -3.0428 11.9517
H 3.0421 -4.7910 10.2298
F 0.7906 2.6212 -7.2174
C 1.7877 1.8437 -7.6600
C 2.0705 0.6524 -7.0008
C 3.1053 -0.1600 -7.4644
C 3.8535 0.2338 -8.5766
C 3.5651 1.4338 -9.2283
C 2.5232 2.2403 -8.7713
H 1.4841 0.3669 -6.1336
H 3.3293 -1.0971 -6.9607
H 4.6633 -0.3980 -8.9351
H 4.1514 1.7401 -10.0912
H 2.2796 3.1719 -9.2714
```

Results
* E_HOMO: -10.500 eV
* charge: +1
* LUMO energy: -4.26 eV
* orbital gap: 6.24 eV